Molecular formula: C3H6O3
Method: DFT, ωB97M-V/def2-TZVPD

Output
SMILES string = O=C(O)CCO
HOMO = -10.4 eV
relative energy (zero: lowest compared OMol25 entry of this formula, charge and spin) = 47.8 kJ/mol
E = -343.6364 hartree
F_max = 0.928 eV/Å

ORCA input file:
```
! RIJCOSX wB97M-V def2-TZVPD def2/J DEFGRID3
* xyz 0 1
O -2.42457 0.32077 -0.83541
C -1.34705 -0.14140 -0.57573
O -1.09525 -1.46277 -0.62966
C -0.17730 0.65604 -0.06325
C 1.16938 -0.04080 0.15472
O 1.99159 0.70939 1.03311
H -1.91312 -1.93587 -0.87127
H -0.59255 1.09854 0.82738
H -0.02114 1.49635 -0.70133
H 1.66592 -0.12717 -0.80699
H 0.99164 -1.03937 0.53711
H 1.75245 0.46630 1.93132
*
```